1.
Computed, not measured: a single C3H6N2S2 molecule in a non-equilibrium geometry, with wB97M-V/def2-TZVPD.

```
13
Properties=species:S:1:pos:R:3
C 1.9239 -0.2526 0.1558
S 1.8755 -0.8218 -1.5595
N 0.3092 -0.3364 -2.0167
C 0.1321 0.8190 -2.7062
N 0.1816 1.7343 -3.3804
S -1.1027 -1.2967 -1.8745
C -1.9239 -0.6500 -0.2948
H 2.5179 0.6314 0.2776
H 2.2829 -0.9323 0.8740
H 0.8868 -0.0878 0.4116
H -1.2960 0.0933 0.1058
H -2.0787 -1.5070 0.3054
H -2.9341 -0.2627 -0.6037
```

Properties
Kohn-Sham gap	9.8	eV
SMILES string	CSN(C#N)SC
calculated total energy	-27856.9800	eV
strongest force on any atom	3.19	eV/A
highest occupied orbital energy	-9.307	eV
lowest unoccupied orbital energy	0.478	eV
ΔE to the lowest compared entry with this formula, charge and spin	48.8	kcal/mol

Here are the Mulliken charges for atoms 1 to 4, given in e:
1 C -0.542
2 S 0.012
3 N -0.246
4 C 0.479

2.
Computed, not measured: 12 unconnected molecules or ions with the total composition C42H90ClIN25O15 in a non-equilibrium geometry, with wB97M-V/def2-TZVPD.

```
174
Properties=species:S:1:pos:R:3
C -3.4970 -5.7212 -4.0854
C -4.3498 -5.3451 -2.8625
C -4.7915 -3.8786 -2.9188
C -5.0265 -3.2200 -1.5675
C -3.8499 -3.3989 -0.5562
C -3.3039 -2.0723 -0.1779
C -3.7388 -1.4174 0.8936
C -4.7909 -2.0309 1.7445
C -4.3153 -3.1785 2.6068
O -5.0215 -4.1450 2.7460
C -3.2061 -0.1921 1.1467
C -3.6946 0.6131 2.3244
O -4.7098 1.2636 2.2285
O -2.9394 0.6319 3.4334
C -2.9282 -0.6351 4.1107
C -2.1161 -0.6315 5.3717
C -0.6354 -0.6176 5.0379
I -2.6630 0.9206 6.7183
C -2.2819 0.3430 0.3138
C -1.7842 1.7262 0.6211
C -0.2933 1.7931 0.9619
C -0.0630 1.4459 2.4495
N 1.0336 0.5365 2.7184
C 2.2981 1.1787 3.1166
C 3.4900 0.8079 2.2993
C 4.3191 1.7662 1.8579
C 5.4060 1.4624 1.1466
C 5.6848 0.1877 0.8504
C 4.8565 -0.7591 1.2693
C 3.7792 -0.4569 2.0016
O 2.9751 -1.4616 2.4448
C -1.8795 -0.3492 -0.7660
C -0.9437 0.2659 -1.7510
C 0.4476 -0.3357 -2.0073
C 0.4697 -0.7586 -3.4579
Cl 1.9439 -1.6196 -3.9238
N -2.3895 -1.5582 -0.9725
N -1.9560 -2.2601 -2.1035
C -0.9850 -3.3504 -1.8196
C -0.4400 -3.4170 -0.3994
H -3.9933 -6.5084 -4.6228
H -3.3142 -4.8882 -4.7451
H -2.5340 -6.1040 -3.7924
H -3.8301 -5.6045 -1.9534
H -5.2421 -5.9471 -2.8900
H -4.0895 -3.3374 -3.5398
H -5.7324 -3.8600 -3.4414
H -5.9121 -3.6209 -1.1138
H -5.1630 -2.1595 -1.7162
H -4.2381 -3.9072 0.2972
H -3.0556 -4.0135 -0.9341
H -5.3242 -1.3117 2.3433
H -5.5192 -2.4532 1.0838
H -3.3519 -3.1545 3.1264
H -3.9426 -0.9442 4.3302
H -2.4909 -1.4080 3.4906
H -2.3324 -1.5857 5.8152
H -0.0223 -0.5216 5.9129
H -0.4185 0.1669 4.3414
H -0.4106 -1.5421 4.5270
H -2.3496 2.2196 1.3925
H -1.9412 2.3105 -0.2741
H 0.3241 1.1892 0.3261
H 0.0303 2.8107 0.7988
H -0.9977 1.0440 2.8053
H 0.1046 2.3660 2.9830
H 1.2184 -0.0654 1.9346
H 2.2444 2.2546 3.1270
H 2.5094 0.8621 4.1306
H 4.1182 2.7903 2.0857
H 6.0422 2.2566 0.8069
H 6.5511 -0.0563 0.2744
H 5.0697 -1.7759 1.0161
H 3.5190 -2.2510 2.5150
H -1.4537 0.1949 -2.7014
H -0.8130 1.3061 -1.5631
H 1.1630 0.4659 -1.9167
H 0.7777 -1.0918 -1.3225
H -0.4056 -1.3010 -3.7609
H 0.4922 0.1491 -4.0357
H -2.7218 -2.5567 -2.6841
H -0.1559 -3.2754 -2.4970
H -1.4447 -4.2967 -2.0557
H -0.2914 -2.4696 0.0837
H 0.5022 -3.9336 -0.4359
H -1.0858 -4.0412 0.1945
C -3.2611 -0.6413 -5.6982
O -3.0494 -1.7712 -6.1049
N -3.5855 0.3957 -6.5090
N -3.1737 -0.3499 -4.3512
H -3.7480 1.3288 -6.1840
H -3.6446 0.2070 -7.4913
H -2.9230 -1.1121 -3.7582
H -3.3376 0.5558 -3.9541
C 5.6799 -3.3505 4.5562
O 4.8716 -3.4888 3.6426
N 7.0169 -3.2553 4.3355
N 5.2940 -3.2822 5.8647
H 7.6894 -3.1417 5.0691
H 7.3360 -3.2934 3.3810
H 4.3128 -3.3490 6.0565
H 5.9328 -3.1725 6.6338
C 2.7207 2.7945 -4.9675
O 2.8197 4.0135 -4.9816
N 2.1834 2.0820 -6.0107
N 3.1304 2.0356 -3.9116
H 2.0963 1.0825 -6.0171
H 1.8644 2.6041 -6.8058
H 3.5217 2.5101 -3.1164
H 3.0563 1.0344 -3.8903
C -6.0283 -2.6545 6.2490
O -4.8824 -2.2877 6.4804
N -7.0691 -2.3767 7.0880
N -6.3354 -3.3593 5.1212
H -8.0122 -2.6649 6.9153
H -6.8621 -1.8565 7.9192
H -5.5690 -3.5434 4.4985
H -7.2555 -3.6748 4.8816
C -2.0088 3.6455 -5.8845
O -2.6490 2.6290 -6.1242
N -0.7506 3.6102 -5.3511
N -2.4930 4.8984 -6.1257
H -0.2098 4.4313 -5.1404
H -0.3580 2.7089 -5.1624
H -3.4115 4.9644 -6.5198
H -1.9744 5.7422 -5.9299
C -8.0817 0.1355 1.0590
O -7.3193 -0.8250 1.0564
N -9.3867 0.0273 0.6728
N -7.6813 1.3786 1.4479
H -10.0287 0.7960 0.6668
H -9.7069 -0.8765 0.3828
H -6.7248 1.4876 1.7377
H -8.2873 2.1761 1.4592
C 5.7862 -5.7097 8.8973
O 6.1653 -4.5494 8.9205
N 5.5136 -6.3662 7.7286
N 5.6049 -6.4413 10.0385
H 5.2019 -7.3165 7.6812
H 5.6401 -5.8501 6.8769
H 5.7972 -5.9857 10.9096
H 5.2954 -7.3935 10.0444
C -2.1443 8.2368 -4.5030
O -1.2794 7.4005 -4.7218
N -3.4793 7.9388 -4.5472
N -1.8419 9.5308 -4.1966
H -4.2032 8.6083 -4.3720
H -3.7322 6.9937 -4.7646
H -0.8715 9.7776 -4.1578
H -2.5311 10.2339 -4.0132
C 3.6160 4.9806 4.5865
O 2.9513 4.0731 4.1109
N 4.5508 4.7657 5.5584
N 3.4765 6.2807 4.1833
H 5.1078 5.4923 5.9641
H 4.6752 3.8225 5.8735
H 2.7977 6.4694 3.4718
H 4.0108 7.0392 4.5601
C 8.7628 0.0252 -4.1954
O 8.2793 -0.5397 -3.2232
N 9.5585 1.1232 -4.0884
N 8.5356 -0.4051 -5.4733
H 9.9512 1.6015 -4.8763
H 9.7403 1.4705 -3.1672
H 7.9538 -1.2115 -5.5890
H 8.9152 0.0451 -6.2836
C 7.1418 4.2550 -5.5075
O 7.9694 3.3771 -5.6931
N 5.8051 4.0124 -5.6025
N 7.4881 5.5410 -5.1841
H 5.0915 4.7031 -5.4536
H 5.5280 3.0780 -5.8324
H 8.4648 5.7468 -5.1059
H 6.8211 6.2711 -5.0271
```

Properties
Kohn-Sham gap	6.6	eV
calculated total energy	-133606.4620	eV
strongest force on any atom	3.05	eV/A
highest occupied orbital energy	-9.671	eV
charge	+1
lowest unoccupied orbital energy	-3.042	eV

Here are the Mulliken charges for atoms 1 to 4, given in e:
1 C -1.338
2 C -0.519
3 C -0.594
4 C -1.097

3.
Computed, not measured: 2 unconnected molecules or ions with the total composition C2H9N3O2 in a non-equilibrium geometry, with wB97M-V/def2-TZVPD.

```
16
Properties=species:S:1:pos:R:3
N 1.2189 -0.0466 -1.5372
C -0.1319 -0.1256 -1.2547
N -0.7791 1.0754 -1.5458
O -0.7678 -1.1971 -1.4097
H 1.5015 0.6716 -2.1893
H 1.6530 -0.9622 -1.5694
H -0.4824 1.8435 -0.9588
H -1.7857 0.9691 -1.5781
C -0.7380 0.2775 1.8007
N 0.4928 -0.1192 1.1573
O 0.5397 -1.7403 1.3188
H -0.7222 -0.0060 2.8575
H -1.5749 -0.2681 1.3574
H -0.9140 1.3559 1.7290
H 1.0835 0.4532 0.5610
H 1.4064 -2.1811 1.2612
```

Properties
Kohn-Sham gap	9.3	eV
SMILES string	NC(N)=O.CNO
calculated total energy	-10782.0300	eV
strongest force on any atom	5.82	eV/A
highest occupied orbital energy	-8.557	eV
lowest unoccupied orbital energy	0.745	eV
ΔE to the lowest compared entry with this formula, charge and spin	92.5	kcal/mol

Here are the Mulliken charges for atoms 1 to 4, given in e:
1 N -0.464
2 C 0.596
3 N -0.497
4 O -0.627

4.
Computed, not measured: a molecular structure, C46H43CrN7O3SSe2Si, with wB97M-V/def2-TZVPD.

```
104
Properties=species:S:1:pos:R:3
Cr -0.0028 -1.0763 0.2551
Se 1.6628 -3.5876 2.2690
Se 2.5414 -4.3137 0.2643
C 3.5192 -2.7013 -0.1362
C 4.8156 -2.8512 -0.6005
C 5.5764 -1.7088 -0.7956
C 5.0157 -0.4812 -0.4935
C 3.7005 -0.4437 -0.0595
N 2.9395 -1.5280 0.0998
C -0.2042 -3.7830 1.8281
C -0.8306 -4.8862 2.3932
C -2.1682 -5.1267 2.1345
C -2.8285 -4.2430 1.3013
C -2.1328 -3.1688 0.7855
N -0.8396 -2.9003 1.0378
H 5.2223 -3.8382 -0.7739
H 6.5961 -1.7828 -1.1495
H 5.5708 0.4382 -0.6123
H 3.2300 0.5094 0.1339
H -0.2532 -5.5444 3.0253
H -2.6699 -5.9889 2.5528
H -3.8713 -4.3691 1.0448
H -2.6419 -2.4879 0.1303
C -1.7898 -0.1471 0.4742
Si -2.4933 0.1544 -1.2429
C -1.7290 -1.1893 -2.3579
N -0.5301 -1.9140 -1.8030
C 0.7582 -1.5952 -2.5269
C 1.3334 -2.7160 -3.3864
C 0.2520 -3.3128 -4.2725
C -0.8913 -3.8486 -3.3937
C -0.7709 -3.3788 -1.9435
C -2.2538 1.9060 -1.8260
C -2.3138 2.2235 -3.1839
C -2.1856 3.5323 -3.6176
C -1.9990 4.5541 -2.6948
C -1.9569 4.2625 -1.3403
C -2.0879 2.9472 -0.9108
C -4.3534 -0.1539 -1.2273
C -4.9195 -1.4338 -1.2561
C -6.2926 -1.6230 -1.1956
C -7.1377 -0.5256 -1.1057
C -6.6016 0.7530 -1.0819
C -5.2272 0.9347 -1.1459
H -2.4910 -0.6778 1.1130
H -1.5616 0.7970 0.9698
H -1.5196 -0.8044 -3.3600
H -2.5218 -1.9278 -2.4895
H 1.5195 -1.3017 -1.8001
H 0.5786 -0.7349 -3.1658
H 1.7964 -3.4935 -2.7730
H 2.1300 -2.2718 -3.9855
H 0.6593 -4.1038 -4.9015
H -0.1186 -2.5362 -4.9461
H -0.8862 -4.9402 -3.3698
H -1.8568 -3.5544 -3.8065
H 0.0454 -3.8969 -1.4450
H -1.6864 -3.6475 -1.4230
H -2.4567 1.4384 -3.9190
H -2.2225 3.7568 -4.6757
H -1.8933 5.5772 -3.0321
H -1.8272 5.0567 -0.6158
H -2.0532 2.7373 0.1530
H -4.2885 -2.3135 -1.3469
H -6.7055 -2.6235 -1.2295
H -8.2096 -0.6676 -1.0648
H -7.2558 1.6132 -1.0211
H -4.8278 1.9419 -1.1375
N 5.4570 4.6438 7.2284
C 4.7737 3.9144 6.6640
C 3.9175 2.9984 5.9558
C 3.5806 3.2493 4.6281
C 2.7500 2.3751 3.9517
C 2.2796 1.2438 4.6027
C 2.6099 0.9829 5.9230
C 3.4266 1.8675 6.6036
N 1.4224 0.3502 3.8965
C 0.2247 -0.1792 4.3477
C -0.3204 -0.8251 3.2908
N 0.5204 -0.6994 2.2014
C 1.5435 0.0204 2.6057
H 3.9536 4.1382 4.1387
H 2.4329 2.5819 2.9374
H 2.2473 0.0880 6.4115
H 3.6958 1.6814 7.6339
H -0.1289 -0.0304 5.3518
H -1.2590 -1.3467 3.2386
H 2.3985 0.2839 2.0079
O 0.1908 1.9641 1.5889
C 0.6287 1.9822 0.4486
N 0.7288 0.8987 -0.4111
S 1.3841 1.4120 -1.8685
O 2.6507 0.7704 -2.1050
O 0.4160 1.3500 -2.9277
C 1.6192 3.0890 -1.4131
C 2.1221 4.1336 -2.1634
C 2.1451 5.3824 -1.5577
C 1.6745 5.5618 -0.2558
C 1.1686 4.4950 0.4730
C 1.1494 3.2517 -0.1353
H 2.4768 3.9873 -3.1746
H 2.5312 6.2317 -2.1054
H 1.6992 6.5492 0.1860
H 0.7846 4.6134 1.4778
```

Properties
Kohn-Sham gap (alpha / beta)	7.7 / 7.9	eV
calculated total energy	-242794.8089	eV
strongest force on any atom	0.97	eV/A
highest occupied orbital energy (alpha / beta)	-10.973 / -10.970	eV
charge	+1
expectation value of S²	0.767
lowest unoccupied orbital energy (alpha / beta)	-3.225 / -3.090	eV
spin multiplicity	2
ΔE to the lowest compared entry with this formula, charge and spin	0.0	kcal/mol

Here are the Mulliken charges for atoms 1 to 4, given in e:
1 Cr 0.966
2 Se 0.085
3 Se 0.053
4 C 0.324